Record 1
This record from the OMol25 dataset describes C38H28CrNO4 as an isolated structure at a distorted geometry. The level of theory is ωB97M-V with the def2-TZVPD basis set.

Results
Energy ... -77943.346 eV
Spin multiplicity ... 4
HOMO-LUMO gap (alpha / beta) ... 6.35 / 4.71 eV
E_LUMO (alpha / beta) ... -5.5 / -8.7 eV
⟨S²⟩ ... 3.8529
Total charge ... +2

The geometry in XYZ format:
```
72
Properties=species:S:1:pos:R:3:forces:R:3
C 4.108 -3.285 1.627 0.198 0.139 -0.257
C 2.995 -2.490 0.997 0.815 0.154 -0.954
N 1.800 -2.642 1.689 -0.704 0.318 -0.130
C 0.721 -1.791 1.486 0.065 -0.240 1.890
C -0.057 -1.358 2.668 0.574 0.125 -1.043
C -0.123 -2.120 3.840 -0.410 -0.170 0.946
C -0.998 -1.771 4.898 0.168 0.516 -0.742
C -1.825 -0.596 4.763 -0.112 -0.765 0.759
C -2.746 -0.291 5.786 0.151 0.158 -0.392
C -2.865 -1.101 6.905 0.269 -0.113 -0.096
C -2.029 -2.231 7.058 0.367 -0.062 -0.343
C -1.101 -2.547 6.076 -0.346 -0.227 0.685
C -1.671 0.211 3.610 0.850 0.106 -1.143
C -0.775 -0.129 2.617 -1.109 0.477 0.375
C 0.361 -1.368 0.236 0.592 0.014 0.644
O 3.124 -1.793 -0.001 -0.518 -0.667 1.208
H 3.890 -4.358 1.535 0.121 0.220 0.056
H 5.026 -3.038 1.092 -0.089 -0.198 0.161
H 4.217 -3.026 2.687 -0.006 -0.112 -0.201
H 1.863 -3.144 2.566 0.026 0.202 -0.190
H 0.479 -3.021 3.970 -0.258 0.138 -0.073
H -3.355 0.608 5.675 0.111 -0.311 0.105
H -3.587 -0.855 7.685 0.197 -0.070 -0.235
H -2.108 -2.842 7.957 0.036 0.150 -0.276
H -0.433 -3.403 6.192 -0.257 0.166 0.034
H -2.265 1.119 3.518 0.199 -0.105 0.057
H -0.616 0.554 1.781 -0.219 -0.275 0.269
H -0.373 -0.568 0.218 0.333 -0.580 -0.141
H 0.834 -1.808 -0.648 -0.427 0.294 0.511
O 0.990 6.342 -4.275 1.738 -2.779 2.525
C 1.396 5.534 -3.544 -2.063 3.278 -3.160
Cr 1.751 4.157 -2.270 -0.797 2.480 -0.612
C 0.087 3.472 -2.826 -4.274 -1.296 -0.722
O -0.992 3.131 -3.110 3.662 1.089 0.783
C 0.687 5.186 -1.078 -3.349 2.112 2.014
O -0.087 5.841 -0.499 2.871 -2.209 -1.750
C 3.877 4.558 -2.097 1.142 -0.029 0.017
C 3.647 3.750 -3.223 0.778 0.171 -0.226
C 2.903 2.575 -3.103 -0.222 -1.146 -0.845
C 2.383 2.164 -1.850 -0.623 -1.087 0.649
C 1.365 1.122 -1.766 0.186 0.048 -0.143
C 0.352 0.439 -1.865 0.843 0.172 0.305
C -0.704 -0.479 -1.955 -1.344 0.946 -1.977
C -1.980 -0.257 -1.263 0.213 0.002 0.980
C -2.222 0.947 -0.560 -0.297 -0.421 -0.009
C -3.339 1.072 0.266 0.134 -0.101 -0.127
C -4.248 0.016 0.393 -0.087 0.040 -0.212
C -4.034 -1.178 -0.304 0.217 0.178 0.023
C -2.886 -1.329 -1.081 0.087 -0.018 0.015
C -0.678 -1.349 -3.134 0.366 -0.212 -0.579
C 0.548 -1.871 -3.611 -0.353 -0.086 -0.141
C 0.600 -2.561 -4.823 -0.114 0.132 0.199
C -0.564 -2.726 -5.587 -0.062 0.035 0.186
C -1.789 -2.233 -5.119 0.230 0.017 0.217
C -1.845 -1.548 -3.908 0.076 -0.124 0.020
C 2.642 2.980 -0.732 -0.315 -1.518 0.864
C 3.386 4.156 -0.850 0.428 0.690 0.274
H 4.419 5.502 -2.198 -0.258 -0.338 0.032
H 4.012 4.061 -4.205 -0.179 -0.089 0.346
H 2.668 1.976 -3.987 0.125 0.249 0.330
H -1.524 1.774 -0.662 -0.088 -0.064 -0.009
H -3.494 2.002 0.816 -0.045 -0.228 -0.188
H -5.139 0.133 1.014 0.310 -0.041 -0.180
H -4.750 -2.000 -0.234 0.289 0.275 0.074
H -2.656 -2.304 -1.522 -0.176 0.430 0.075
H 1.451 -1.729 -3.013 -0.160 -0.045 -0.220
H 1.552 -2.972 -5.169 -0.356 0.156 0.076
H -0.519 -3.240 -6.547 0.009 0.097 0.287
H -2.708 -2.379 -5.691 0.362 0.080 0.099
H -2.791 -1.129 -3.561 0.329 -0.135 -0.248
H 2.195 2.691 0.221 0.227 0.151 -0.264
H 3.545 4.785 0.026 -0.079 -0.140 -0.258
```
Forces are in eV/Å.

Mulliken atomic charge list, values in e, 4 entries:
1 C -1.311
2 C 0.722
3 N -0.039
4 C 0.204



Record 2
This record from the OMol25 dataset describes a 3-piece molecular cluster, C20H48B3NO9 overall at a distorted geometry. The level of theory is ωB97M-V with the def2-TZVPD basis set.

Results
Energy ... -43464.135 eV
Structure (SMILES) ... CCCCNB1OBOB([C@H](C)CC)O1.COCCOCCOC.COCCOCCOC
Spin multiplicity ... 1
HOMO-LUMO gap ... 9.59 eV
E_LUMO ... 0.4 eV

The geometry in XYZ format:
```
81
Properties=species:S:1:pos:R:3:forces:R:3
C 4.875 -0.026 -0.116 -0.386 -0.941 0.709
C 5.235 -0.462 -1.657 0.913 -0.596 0.446
C 5.532 0.786 -2.679 -0.522 -0.169 -0.940
C 4.674 2.158 -2.352 1.997 -0.252 -0.950
N 3.218 1.966 -2.695 -0.164 0.814 2.760
B 2.271 2.674 -1.753 -1.116 0.434 -0.737
O 2.518 3.065 -0.353 -1.871 -3.267 -1.053
B 1.612 2.165 0.443 -1.467 3.116 -2.403
O 0.157 2.321 0.162 3.629 -0.834 -2.471
B -0.081 2.361 -1.323 -0.051 0.594 0.065
C -1.513 1.639 -1.808 -0.189 -0.099 0.144
C -2.269 0.974 -0.487 -0.554 -0.016 -0.109
C -1.289 0.552 -3.031 -0.458 -0.369 0.131
C -0.720 -0.899 -2.496 0.338 -0.242 -1.288
O 0.894 2.968 -2.287 0.393 -2.868 3.831
H 3.698 -0.026 0.070 2.558 0.268 -0.487
H 5.335 0.993 0.232 -0.934 -1.915 -0.881
H 5.295 -0.847 0.641 -0.888 1.750 -1.724
H 4.422 -1.226 -2.081 1.636 1.897 0.943
H 6.239 -1.104 -1.592 -2.175 1.375 -0.258
H 6.703 0.987 -2.798 -2.661 -0.253 0.589
H 5.177 0.430 -3.761 0.802 0.821 2.199
H 5.099 3.001 -3.078 -0.857 -1.750 1.540
H 4.898 2.519 -1.264 -0.770 -0.743 -1.946
H 2.960 0.974 -2.882 0.263 1.284 -0.025
H 2.081 1.381 1.184 -0.211 0.030 0.209
H -2.227 2.477 -2.215 1.338 -1.473 0.675
H -2.582 1.840 0.241 0.676 -1.706 -1.378
H -1.591 0.229 0.116 -1.204 1.525 -1.301
H -3.265 0.386 -0.782 2.194 1.299 0.416
H -2.349 0.351 -3.525 2.271 0.398 0.979
H -0.564 0.958 -3.877 -1.535 -0.626 1.944
H -1.603 -1.651 -2.266 1.909 1.694 -0.173
H 0.053 -0.819 -1.614 -1.699 -0.088 -1.543
H -0.117 -1.368 -3.411 -1.290 0.840 1.981
C 1.818 2.943 3.762 -0.050 -0.170 0.404
O 2.088 1.959 4.748 0.251 0.143 -0.366
C 2.361 0.678 4.182 0.135 0.119 0.660
C 3.356 -0.094 5.054 0.119 0.026 -0.392
O 4.711 0.365 4.928 -0.389 0.319 0.279
C 5.000 1.642 5.519 0.195 -0.277 0.067
C 4.979 1.634 7.049 -0.502 0.219 -0.327
O 3.635 1.627 7.528 0.105 -0.407 0.055
C 3.501 0.971 8.777 -0.073 0.307 -0.241
H 0.884 2.712 3.239 0.006 0.084 -0.144
H 1.717 3.910 4.260 -0.036 -0.189 0.033
H 2.646 3.012 3.048 -0.014 -0.001 -0.104
H 2.770 0.774 3.170 0.040 0.005 0.099
H 1.414 0.133 4.136 0.007 -0.232 -0.150
H 3.370 -1.133 4.705 0.082 0.153 -0.090
H 3.047 -0.125 6.099 -0.109 0.258 -0.049
H 4.355 2.420 5.102 -0.110 -0.090 0.276
H 6.021 1.881 5.197 -0.076 -0.170 0.082
H 5.463 2.540 7.431 0.219 -0.032 -0.068
H 5.528 0.757 7.414 -0.032 0.004 -0.047
H 3.902 -0.046 8.729 0.107 -0.027 0.069
H 2.437 0.905 9.018 0.105 0.123 -0.097
H 4.009 1.542 9.559 0.046 -0.134 0.138
C -5.599 -5.226 -4.991 -0.236 0.114 0.291
O -5.945 -4.443 -3.860 0.332 0.077 -0.308
C -4.836 -4.213 -2.993 -0.581 0.339 0.070
C -4.963 -2.849 -2.307 0.354 -0.059 -0.184
O -4.655 -1.740 -3.164 -0.453 -0.273 -0.062
C -5.619 -1.449 -4.189 0.104 0.255 0.199
C -6.933 -0.874 -3.653 0.038 -0.619 -0.151
O -7.732 -1.907 -3.081 0.168 0.178 0.341
C -8.561 -1.441 -2.030 0.049 -0.204 -0.326
H -5.326 -6.241 -4.683 0.105 -0.021 -0.138
H -6.467 -5.276 -5.653 0.035 0.015 0.193
H -4.776 -4.762 -5.544 0.094 -0.094 0.001
H -3.890 -4.249 -3.546 -0.043 0.033 -0.007
H -4.840 -5.005 -2.238 0.223 0.000 0.157
H -4.217 -2.809 -1.504 0.040 0.018 -0.177
H -5.935 -2.720 -1.830 -0.096 -0.154 -0.214
H -5.782 -2.319 -4.830 -0.225 0.022 0.212
H -5.148 -0.685 -4.817 -0.018 -0.005 0.197
H -7.504 -0.429 -4.476 0.140 0.178 -0.059
H -6.711 -0.096 -2.913 0.031 -0.044 -0.009
H -7.971 -0.935 -1.261 -0.017 0.128 0.015
H -9.051 -2.302 -1.570 0.063 0.039 -0.175
H -9.327 -0.766 -2.425 -0.046 0.115 0.153
```
Forces are in eV/Å.

Mulliken atomic charge list, values in e, 4 entries:
1 C -0.549
2 C -0.368
3 C -0.817
4 C -0.266



Record 3
This record from the OMol25 dataset describes a single C6H9NO molecule at a distorted geometry. The level of theory is ωB97M-V with the def2-TZVPD basis set.

Results
Energy ... -9897.671 eV
Structure (SMILES) ... C1N[C@@H]2CO[C@H]3[C@@H]1[C@H]32
Spin multiplicity ... 1
HOMO-LUMO gap ... 10.02 eV
E_LUMO ... 1.0 eV

The geometry in XYZ format:
```
17
Properties=species:S:1:pos:R:3:forces:R:3
C -1.840 0.008 -0.509 -1.477 2.494 0.402
N -1.252 -1.376 -0.072 2.055 3.063 -2.380
C 0.171 -0.782 -0.061 -0.641 -3.874 2.291
C 1.682 -1.132 0.060 -0.188 0.880 0.596
O 1.896 0.078 -0.755 2.607 0.602 -0.613
C 1.010 1.122 -0.273 1.388 1.627 0.167
C -0.692 1.160 -0.090 -0.891 1.841 0.593
C 0.325 0.486 0.793 -3.671 1.742 1.425
H -2.682 0.445 0.155 1.061 -1.425 -0.648
H -2.378 0.193 -1.626 2.161 -1.251 2.749
H -1.517 -1.739 0.799 -0.954 0.117 1.538
H 0.214 -0.508 -1.102 -0.622 -0.253 0.045
H 2.038 -2.001 -0.478 0.268 0.068 -0.197
H 2.192 -1.016 1.140 -1.271 -0.398 -2.451
H 1.595 2.093 -0.255 -1.112 -1.178 0.019
H -1.157 2.227 0.359 1.324 -2.719 -1.747
H 0.397 0.741 1.915 -0.036 -1.338 -1.789
```
Forces are in eV/Å.

Mulliken atomic charge list, values in e, 4 entries:
1 C -0.531
2 N -0.543
3 C -0.123
4 C -0.338



Record 4
This record from the OMol25 dataset describes C7H7ClNO3P as an isolated structure at a distorted geometry. The level of theory is ωB97M-V with the def2-TZVPD basis set.

Results
Energy ... -36812.330 eV
Spin multiplicity ... 1
HOMO-LUMO gap ... 8.89 eV
E_LUMO ... -0.1 eV

The geometry in XYZ format:
```
20
Properties=species:S:1:pos:R:3:forces:R:3
C -1.683 -0.941 1.297 2.295 -3.518 -0.632
C -1.769 0.374 1.279 -1.502 4.151 -0.489
C -0.387 -1.524 1.033 0.469 1.274 0.386
C -0.740 1.175 0.820 3.716 -1.124 0.436
C 0.736 -0.739 0.636 -1.979 1.454 0.547
C 0.538 0.630 0.439 -2.822 0.098 1.981
C 1.570 1.606 0.124 0.510 0.984 -0.033
N 0.945 -0.957 -3.292 -0.141 -0.818 -3.587
O -0.156 -1.384 -3.646 0.915 0.790 0.601
O 1.093 -0.894 -2.052 0.067 0.774 2.171
O -1.326 -0.018 -1.386 -0.793 1.231 -1.075
P -0.590 -1.260 -1.428 -0.929 -2.540 -0.423
Cl 2.201 2.431 1.580 -0.191 0.430 0.503
H -2.564 -1.555 1.305 -0.087 -0.350 0.687
H -2.718 0.918 1.454 0.491 -0.677 0.174
H -0.104 -2.533 1.228 -0.649 -0.859 -0.094
H -0.562 2.206 1.024 -1.322 1.004 -0.296
H 1.702 -1.103 0.443 0.980 -0.978 -0.004
H 1.367 2.357 -0.625 -0.874 0.313 0.116
H 2.447 1.210 -0.234 1.847 -1.639 -0.969
```
Forces are in eV/Å.

Mulliken atomic charge list, values in e, 4 entries:
1 C -0.531
2 C -0.349
3 C -0.241
4 C -0.577



Record 5
This record from the OMol25 dataset describes a single C4H11NS molecule at a distorted geometry. The level of theory is ωB97M-V with the def2-TZVPD basis set.

Results
Energy ... -16650.260 eV
Structure (SMILES) ... CCSCNC
Spin multiplicity ... 1
HOMO-LUMO gap ... 8.85 eV
E_LUMO ... 1.0 eV

The geometry in XYZ format:
```
17
Properties=species:S:1:pos:R:3:forces:R:3
C 0.152 -0.431 1.822 0.155 -2.198 -0.773
C 1.291 0.576 1.679 -0.735 0.041 1.261
S 1.378 1.405 0.078 -0.437 0.707 0.420
C -0.233 1.239 -0.909 1.356 -0.695 -0.777
N -0.119 0.077 -1.720 -0.280 -0.159 -0.271
C -0.989 -1.057 -1.635 -1.226 0.067 -0.007
H 0.600 -1.428 1.691 0.021 0.007 0.301
H -0.581 -0.515 1.018 0.043 0.927 0.001
H -0.419 -0.516 2.746 0.325 0.651 0.236
H 2.243 0.089 1.882 0.121 -0.269 -0.580
H 1.254 1.244 2.548 -0.329 0.590 -0.566
H -0.093 2.163 -1.476 -0.183 -0.062 -0.183
H -1.254 1.253 -0.541 0.270 0.179 1.058
H 0.619 0.028 -2.394 0.167 0.087 0.090
H -1.540 -1.097 -0.689 0.280 0.232 0.077
H -0.515 -2.036 -1.716 0.362 0.187 -0.155
H -1.793 -0.995 -2.383 0.091 -0.293 -0.133
```
Forces are in eV/Å.

Mulliken atomic charge list, values in e, 4 entries:
1 C -0.753
2 C -0.398
3 S -0.179
4 C -0.624



Record 6
This record from the OMol25 dataset describes a 2-piece molecular cluster, C3H9O overall at a distorted geometry. The level of theory is ωB97M-V with the def2-TZVPD basis set.

Results
Energy ... -5303.400 eV
Spin multiplicity ... 1
HOMO-LUMO gap ... 6.50 eV
E_LUMO ... 4.5 eV
Total charge ... -1

The geometry in XYZ format:
```
13
Properties=species:S:1:pos:R:3:forces:R:3
C -2.192 1.279 0.984 0.027 -1.008 0.457
H -2.311 0.413 1.676 -0.081 0.760 -0.054
H -3.090 1.907 1.003 0.041 -0.226 -0.157
H -1.341 1.880 1.339 -0.159 -0.331 -0.405
H -1.992 0.734 0.037 0.253 0.826 0.204
C 0.911 -0.008 -0.601 -1.736 0.446 0.261
O -0.344 -0.501 -0.822 0.384 -0.232 -0.260
C 1.841 -1.029 0.115 -0.280 0.252 -0.196
H 1.340 0.432 -1.530 0.552 -0.251 0.011
H 0.813 0.881 0.092 0.436 -0.017 -0.035
H 2.235 -0.530 1.014 0.577 -0.266 -0.263
H 1.106 -1.767 0.493 0.665 -0.078 -0.429
H 2.636 -1.446 -0.565 -0.677 0.124 0.865
```
Forces are in eV/Å.

Mulliken atomic charge list, values in e, 4 entries:
1 C -0.866
2 H 0.193
3 H 0.287
4 H 0.163